[1]
One molecule with the formula C4H4ClF at a distorted geometry, computed with the ωB97M-V functional and the def2-TZVPD basis.

Output
**ΔE to the lowest compared entry with this formula, charge and spin**: 120.2 kJ/mol
**HOMO level**: -10.79 eV
**Max |F|**: 0.0554 hartree/bohr
**Kohn-Sham gap**: 11.689 eV
**SMILES**: C#C[C@@](C)(F)Cl

CARTESIAN COORDINATES (ANGSTROEM)
C1 -1.8603 -1.3177 0.2143
C2 -0.7629 -0.8104 0.1781
C3 0.5395 -0.1866 0.4024
C4 0.6095 1.0191 -0.5770
F1 0.4831 0.3547 1.7003
Cl1 1.9582 -1.2909 0.2245
H1 -2.8784 -1.6802 -0.0156
H2 1.0017 0.9037 -1.5555
H3 -0.4744 1.3628 -0.4697
H4 1.3840 1.6457 -0.1017

[2]
One molecule with the formula C4H4ClF4NO2S at a distorted geometry, computed with the ωB97M-V functional and the def2-TZVPD basis.

Output
**HOMO level**: -8.67 eV
**Max |F|**: 0.0396 hartree/bohr
**Kohn-Sham gap**: 8.391 eV
**SMILES**: O=S(=O)(F)N(Cl)CCC(F)=C(F)F

CARTESIAN COORDINATES (ANGSTROEM)
O1 -2.7387 0.8855 -1.5114
S1 -2.4577 -0.4412 -1.0936
O2 -2.7794 -0.7699 0.2498
F1 -3.1551 -1.4654 -2.0020
N1 -0.8499 -0.8591 -1.2877
Cl1 -0.4564 -1.3076 -2.9117
C1 0.0460 0.1681 -0.7223
C2 0.3337 -0.1643 0.7772
C3 1.7635 -0.0101 1.1774
F2 2.5875 -1.0711 0.9880
C4 2.2653 1.1043 1.7912
F3 2.6932 1.0985 3.0403
F4 2.3341 2.2671 1.1756
H1 -0.3745 1.1710 -0.7844
H2 0.9960 0.1933 -1.2398
H3 0.0996 -1.2179 0.9266
H4 -0.3075 0.4186 1.4268

[3]
One molecule with the formula C4H4ClNOS at a distorted geometry, computed with the ωB97M-V functional and the def2-TZVPD basis.

Output
**ΔE to the lowest compared entry with this formula, charge and spin**: 496.5 kJ/mol
**HOMO level**: -9.07 eV
**Max |F|**: 0.1037 hartree/bohr
**Kohn-Sham gap**: 8.209 eV

CARTESIAN COORDINATES (ANGSTROEM)
C1 0.9464 -1.4288 0.6441
C2 0.3613 -0.5548 -0.0673
C3 0.3896 -1.7438 2.0166
C4 0.1394 0.2545 -1.1645
N1 -1.0638 0.0263 1.4828
O1 -0.5944 -0.9250 2.4054
S1 0.8981 -2.7969 3.1400
Cl1 -0.4535 -0.7171 -2.5885
H1 1.7071 -2.1967 0.4173
H2 1.0738 0.7016 -1.5116
H3 -0.5041 1.1063 -0.9443
H4 -0.5952 0.9593 1.5371

[4]
One molecule with the formula C4H4ClNOS at a distorted geometry, computed with the ωB97M-V functional and the def2-TZVPD basis.

Output
**ΔE to the lowest compared entry with this formula, charge and spin**: 103.0 kJ/mol
**HOMO level**: -8.86 eV
**Max |F|**: 0.0802 hartree/bohr
**Kohn-Sham gap**: 9.330 eV
**SMILES**: Cc1nc(Cl)c(O)s1

CARTESIAN COORDINATES (ANGSTROEM)
C1 2.1420 0.8630 -0.0454
C2 0.8415 0.1485 -0.2043
N1 -0.1744 0.8956 -0.1659
C3 -1.3678 0.2647 -0.0624
Cl1 -2.7893 1.2578 -0.0983
C4 -1.3381 -1.0706 0.1757
O1 -2.1587 -2.0486 0.4240
S1 0.5669 -1.5701 -0.1305
H1 1.9383 2.0070 -0.1285
H2 2.2566 0.6303 1.0222
H3 2.9853 0.6620 -0.6029
H4 -2.9022 -2.0397 -0.1838

[5]
A 2-piece molecular cluster, C4H4ClO4S overall at a distorted geometry, computed with the ωB97M-V functional and the def2-TZVPD basis.

Output
**ΔE to the lowest compared entry with this formula, charge and spin**: 84.8 kJ/mol
**Total charge**: -1
**HOMO level**: -3.67 eV
**Max |F|**: 0.0828 hartree/bohr
**Kohn-Sham gap**: 7.082 eV

CARTESIAN COORDINATES (ANGSTROEM)
C1 1.5526 3.4103 0.8803
C2 -1.0129 -2.6489 -1.5763
C3 -0.3947 -1.6222 -0.8472
C4 -0.2365 -1.1962 0.5353
O1 2.1077 3.5554 -0.1082
O2 0.9308 3.3320 1.8383
O3 1.2361 1.0441 -0.0479
O4 0.2307 0.7899 2.2015
S1 0.1427 0.5145 0.7839
Cl1 -1.4889 1.7825 0.1954
H1 -1.4748 -3.4292 -0.8583
H2 -1.0368 -2.8078 -2.6859
H3 0.4140 -1.0704 -1.5158
H4 -0.9699 -1.6539 1.2050

[6]
C4H4CoO as an isolated structure at a distorted geometry, computed with the ωB97M-V functional and the def2-TZVPD basis.

Output
**ΔE to the lowest compared entry with this formula, charge and spin**: 21.4 kJ/mol
**Total charge**: +2
**Multiplicity**: 6
**HOMO level (alpha / beta)**: -16.70 / -20.69 eV
**Max |F|**: 0.0692 hartree/bohr
**Kohn-Sham gap (alpha / beta)**: 6.412 / 7.633 eV
**⟨S²⟩**: 8.788

CARTESIAN COORDINATES (ANGSTROEM)
H1 0.4589 1.8012 -0.9879
C1 1.2950 -2.3343 0.5430
C2 0.3452 -1.6428 0.2320
H2 2.0167 -3.0059 0.9704
C3 -0.4869 -0.5976 -0.2740
C4 -0.4735 0.6253 0.2730
O1 -0.3752 1.7759 -0.4593
Co1 -1.5478 3.3185 -0.3662
H3 -0.9241 -0.7447 -1.2668
H4 -0.3084 0.8045 1.3358

[7]
C4H4CoO2 as an isolated structure at a distorted geometry, computed with the ωB97M-V functional and the def2-TZVPD basis.

Output
**ΔE to the lowest compared entry with this formula, charge and spin**: 565.2 kJ/mol
**Total charge**: +3
**Multiplicity**: 5
**HOMO level (alpha / beta)**: -23.63 / -23.71 eV
**Max |F|**: 0.1221 hartree/bohr
**Kohn-Sham gap (alpha / beta)**: 7.114 / 6.553 eV
**⟨S²⟩**: 6.176

CARTESIAN COORDINATES (ANGSTROEM)
C1 -0.3845 -1.5264 0.8615
O1 0.2070 -2.1755 -0.0935
H1 -0.0411 -3.1095 -0.0776
C2 -0.0531 0.2856 1.4042
C3 -0.5159 0.0839 0.0837
C4 0.1894 0.6283 -0.9862
O2 0.6399 1.7357 -1.2067
Co1 0.6989 3.0758 -2.3022
H2 -0.8181 0.3566 2.1848
H3 0.9429 0.7235 1.5223
H4 -0.8655 -0.0782 -1.3904

[8]
C4H4CoO2 as an isolated structure at a distorted geometry, computed with the ωB97M-V functional and the def2-TZVPD basis.

Output
**ΔE to the lowest compared entry with this formula, charge and spin**: 57.9 kJ/mol
**Total charge**: +4
**Multiplicity**: 6
**HOMO level (alpha / beta)**: -29.60 / -31.10 eV
**Max |F|**: 0.0764 hartree/bohr
**Kohn-Sham gap (alpha / beta)**: 10.687 / 8.078 eV
**⟨S²⟩**: 8.767

CARTESIAN COORDINATES (ANGSTROEM)
C1 0.4727 -2.2294 1.4187
O1 0.2438 -3.0458 0.6406
H1 0.3278 -3.7609 -0.0459
C2 0.5199 1.0575 1.2417
C3 -0.1508 0.9227 0.1303
C4 -0.5243 0.5708 -1.1533
O2 -0.7789 1.3812 -2.0727
Co1 -0.5743 3.0770 -2.5787
H2 0.0033 1.3421 2.1666
H3 1.6165 1.0433 1.2404
H4 -1.1556 -0.3585 -0.9878

[9]
One molecule with the formula C4H4F2N2 at a distorted geometry, computed with the ωB97M-V functional and the def2-TZVPD basis.

Output
**ΔE to the lowest compared entry with this formula, charge and spin**: 258.4 kJ/mol
**HOMO level**: -9.60 eV
**Max |F|**: 0.0285 hartree/bohr
**Kohn-Sham gap**: 9.828 eV
**SMILES**: C=N/N=C\C(F)=C/F

CARTESIAN COORDINATES (ANGSTROEM)
C1 2.2277 0.1267 -0.1989
N1 1.2245 -0.4997 -0.6651
N2 0.6215 -1.3821 0.1867
C2 -0.6275 -1.2152 0.4141
C3 -1.4987 -0.1354 -0.0566
F1 -2.7296 -0.5673 -0.3931
C4 -1.2818 1.1901 -0.1036
F2 -0.1359 1.7428 0.3146
H1 2.7571 0.8047 -0.8830
H2 2.5763 0.0349 0.8352
H3 -1.1295 -1.9926 0.9900
H4 -2.0041 1.8930 -0.4404

[10]
A 2-piece molecular cluster, C4H4F2N2 overall at a distorted geometry, computed with the ωB97M-V functional and the def2-TZVPD basis.

Output
**ΔE to the lowest compared entry with this formula, charge and spin**: 511.4 kJ/mol
**HOMO level**: -10.47 eV
**Max |F|**: 0.1718 hartree/bohr
**Kohn-Sham gap**: 10.157 eV

CARTESIAN COORDINATES (ANGSTROEM)
C1 1.0549 1.1748 0.2477
C2 0.2421 0.0074 0.5869
C3 -0.8726 -0.5948 0.4822
C4 -1.6678 -1.9349 0.1856
H1 1.8507 0.6750 -1.6135
H2 2.5673 1.9254 -1.0316
H3 -0.2391 2.3249 1.0508
H4 -1.7951 -2.6402 0.9988
N1 2.3169 0.9788 -0.3368
N2 0.6957 2.3275 0.5520
F1 -2.9738 -1.5737 -0.2962
F2 -1.1792 -2.6700 -0.8259

[11]
One molecule with the formula C4H4F2O at a distorted geometry, computed with the ωB97M-V functional and the def2-TZVPD basis.

Output
**ΔE to the lowest compared entry with this formula, charge and spin**: 390.6 kJ/mol
**HOMO level (alpha / beta)**: -7.20 / -7.38 eV
**Max |F|**: 0.0851 hartree/bohr
**Kohn-Sham gap (alpha / beta)**: 6.766 / 7.025 eV

CARTESIAN COORDINATES (ANGSTROEM)
C1 0.0694 0.1351 -0.1607
C2 1.1601 0.0012 0.7450
C3 -1.0157 -0.8065 -0.2156
C4 -0.1231 1.3349 -0.8993
O1 -1.0073 -1.9487 0.5572
F1 2.0419 0.9979 1.0065
F2 -1.2407 1.5195 -1.5572
H1 1.5457 -0.9297 1.2404
H2 -1.8242 -0.7368 -0.9472
H3 0.4908 2.3629 -0.7379
H4 -0.0970 -1.9298 0.9689

[12]
A 2-piece molecular cluster, C4H4F2O2S overall at a distorted geometry, computed with the ωB97M-V functional and the def2-TZVPD basis.

Output
**ΔE to the lowest compared entry with this formula, charge and spin**: 256.5 kJ/mol
**HOMO level**: -9.82 eV
**Max |F|**: 0.0941 hartree/bohr
**Kohn-Sham gap**: 10.357 eV

CARTESIAN COORDINATES (ANGSTROEM)
C1 4.0955 1.1481 0.7066
C2 -1.7153 -0.1734 0.9347
C3 3.7505 0.0264 0.4748
C4 -1.2697 0.0945 -0.2232
O1 0.8315 1.8711 -0.7403
O2 0.9652 0.2200 0.9210
F1 3.3475 -1.1513 0.1171
F2 -1.9350 0.0468 -1.3982
S1 0.6411 0.2928 -0.4813
H1 1.3149 2.3670 0.0652
H2 4.5149 1.9231 1.2487
H3 -1.0119 -0.0950 1.6928
H4 -2.7201 -0.4131 1.1220

[13]
One molecule with the formula C4H4F4N2 at a distorted geometry, computed with the ωB97M-V functional and the def2-TZVPD basis.

Output
**ΔE to the lowest compared entry with this formula, charge and spin**: 858.3 kJ/mol
**HOMO level**: -10.19 eV
**Max |F|**: 0.0613 hartree/bohr
**Kohn-Sham gap**: 10.427 eV
**SMILES**: CC(=C=CN(F)F)N(F)F

CARTESIAN COORDINATES (ANGSTROEM)
C1 -1.7275 1.1349 0.5956
C2 -0.4354 0.4679 0.6302
C3 0.2672 -0.2205 -0.2778
C4 0.8167 -1.1864 -0.9617
N1 1.7559 -1.4506 -2.0878
F1 1.1078 -2.3731 -3.0043
F2 1.8396 -0.2646 -2.8163
N2 0.3411 1.0144 1.8018
F3 1.5869 0.5601 1.6484
F4 -0.0637 0.3725 2.9687
H1 -2.1977 0.8870 1.6046
H2 -1.4238 2.1310 0.7072
H3 -2.2695 1.0748 -0.2998
H4 0.4026 -2.1475 -0.5090

[14]
C4H4F6IN2O7PS2 as an isolated structure at a distorted geometry, computed with the ωB97M-V functional and the def2-TZVPD basis.

Output
**HOMO level**: -8.93 eV
**Max |F|**: 0.0370 hartree/bohr
**Kohn-Sham gap**: 5.615 eV

CARTESIAN COORDINATES (ANGSTROEM)
O1 -3.2942 2.6391 -1.0716
N1 -3.5090 1.8139 -1.8154
O2 -2.5181 0.6674 -1.7205
P1 -1.1275 0.8998 -2.4409
C1 -1.1884 2.2591 -3.6094
C2 0.0856 2.3571 -4.4522
O3 0.9186 3.1639 -4.2436
I1 0.2062 0.9260 -6.0466
H1 -0.8380 -0.3147 -3.0548
H2 -0.2004 1.1648 -1.4220
H3 -2.0518 2.1570 -4.2403
H4 -1.2566 3.1747 -3.0494
C3 -1.1917 -0.0918 2.0138
F1 -2.0879 0.2782 1.0810
F2 -0.6813 1.0189 2.5446
F3 -1.8399 -0.7426 2.9684
S1 0.1063 -1.1359 1.2428
O4 0.6994 -0.2719 0.2407
O5 -0.6052 -2.2633 0.7195
N2 0.9661 -1.3808 2.5266
S2 2.2760 -2.2820 2.3572
O6 3.3272 -1.6765 1.5986
O7 2.0292 -3.6688 2.1179
C4 2.8336 -2.1890 4.1029
F4 1.9201 -2.6982 4.9304
F5 3.0641 -0.9274 4.4727
F6 3.9577 -2.8772 4.2495

[15]
One molecule with the formula C4H4F9O2PS, computed with the ωB97M-V functional and the def2-TZVPD basis.

Output
**ΔE to the lowest compared entry with this formula, charge and spin**: 0.0 kJ/mol
**HOMO level**: -9.87 eV
**Max |F|**: 0.0171 hartree/bohr
**Kohn-Sham gap**: 10.031 eV
**SMILES**: O=S(=O)([PH3]C(F)(F)C(F)F)C(F)(F)C(F)(F)F

CARTESIAN COORDINATES (ANGSTROEM)
O1 -2.2841 1.7074 -0.2054
S1 -1.0358 1.5504 -0.9199
O2 -0.3685 2.6853 -1.5277
P1 0.4629 0.6484 0.5698
C1 1.7502 0.0870 1.8761
F1 1.9193 1.1185 2.7900
F2 2.9404 -0.0722 1.2038
C2 1.4175 -1.1978 2.6830
F3 2.3553 -2.1620 2.4791
F4 0.2029 -1.6901 2.2370
C3 -1.4593 0.4327 -2.3970
F5 -0.6414 0.7307 -3.4218
F6 -2.7361 0.6912 -2.7327
C4 -1.3307 -1.0743 -2.0788
F7 -0.0664 -1.4666 -2.1774
F8 -2.0645 -1.8055 -2.8739
F9 -1.7261 -1.3060 -0.8153
H1 1.0976 1.8929 0.4396
H2 0.8591 -0.3643 -0.3173
H3 -0.6403 0.5762 1.4351
H4 1.3481 -0.9820 3.7537

[16]
One molecule with the formula C4H4FN at a distorted geometry, computed with the ωB97M-V functional and the def2-TZVPD basis.

Output
**ΔE to the lowest compared entry with this formula, charge and spin**: 184.0 kJ/mol
**HOMO level**: -10.71 eV
**Max |F|**: 0.1057 hartree/bohr
**Kohn-Sham gap**: 11.291 eV
**SMILES**: N#C[C@H]1C[C@H]1F

CARTESIAN COORDINATES (ANGSTROEM)
N1 -1.6655 1.7711 -1.5681
C1 -1.1864 1.1302 -0.7642
C2 -0.4275 0.4454 0.3406
C3 0.0501 -1.0175 -0.0255
C4 1.0203 -0.0480 0.2233
F1 1.9987 0.5516 -0.5494
H1 -0.8867 0.5876 1.3871
H2 -0.2839 -1.9076 0.7097
H3 -0.0700 -1.4231 -1.0059
H4 1.4510 -0.0897 1.2523

[17]
One molecule with the formula C4H4FN3 at a distorted geometry, computed with the ωB97M-V functional and the def2-TZVPD basis.

Output
**ΔE to the lowest compared entry with this formula, charge and spin**: 499.0 kJ/mol
**HOMO level**: -9.44 eV
**Max |F|**: 0.1070 hartree/bohr
**Kohn-Sham gap**: 9.846 eV
**SMILES**: Fc1nnn2c1CC2

CARTESIAN COORDINATES (ANGSTROEM)
F1 -3.0954 -0.7198 -0.0415
C1 -1.9073 -0.0739 -0.1690
N1 -1.9773 1.3529 0.0387
N2 -0.6759 1.8396 0.0391
N3 0.0904 0.7593 -0.2058
C2 -0.4915 -0.3788 -0.4549
C3 0.7564 -1.1353 0.1021
C4 1.4030 0.3425 -0.1018
H1 1.4223 -2.0945 -0.3962
H2 0.6695 -1.3111 1.3664
H3 2.0023 0.7174 -1.0687
H4 1.8035 0.7017 0.8917

[18]
One molecule with the formula C4H4FNO at a distorted geometry, computed with the ωB97M-V functional and the def2-TZVPD basis.

Output
**ΔE to the lowest compared entry with this formula, charge and spin**: 395.8 kJ/mol
**HOMO level**: -9.86 eV
**Max |F|**: 0.1043 hartree/bohr
**Kohn-Sham gap**: 10.072 eV
**SMILES**: O=CNCC#CF

CARTESIAN COORDINATES (ANGSTROEM)
O1 1.7130 -2.1018 -2.3982
C1 1.5386 -1.1091 -1.7723
N1 0.2775 -0.7324 -1.2789
C2 0.0698 0.3388 -0.2275
C3 1.0449 -0.1800 0.8384
C4 1.8144 -0.9043 1.4385
F1 3.0846 -1.2319 1.5307
H1 2.2530 -0.4705 -1.5066
H2 -0.0404 -1.6742 -0.9324
H3 -0.9891 0.2143 0.0440
H4 0.3402 1.3294 -0.3853

[19]
One molecule with the formula C4H4FNOS at a distorted geometry, computed with the ωB97M-V functional and the def2-TZVPD basis.

Output
**ΔE to the lowest compared entry with this formula, charge and spin**: 465.4 kJ/mol
**HOMO level**: -8.88 eV
**Max |F|**: 0.1582 hartree/bohr
**Kohn-Sham gap**: 8.881 eV
**SMILES**: F/C=C\[C@@H]1ON=CS1

CARTESIAN COORDINATES (ANGSTROEM)
F1 -1.6095 -0.6668 -1.1024
C1 -2.3842 -0.0020 -0.1333
C2 -1.5188 0.5460 0.8354
C3 -0.0774 0.5008 0.8183
O1 0.3336 1.3181 -0.3335
N1 1.7793 1.0316 -0.7125
C4 2.1301 -0.1648 -0.1181
S1 0.7701 -1.1612 0.3723
H1 -3.4146 0.0125 -0.0032
H2 -2.1659 1.3280 1.5812
H3 0.4846 0.7771 1.8367
H4 3.2381 -0.5838 -0.2077